Here is an isolated molecule of C4H5N3O at a distorted geometry from the OMol25 dataset. Energies are from ωB97M-V/def2-TZVPD.

```
13
Properties=species:S:1:pos:R:3:nbo_charge:R:1
C 1.68 0.42 -0.64 -0.58
C 0.08 0.03 -0.34 -0.20
C -0.07 -0.40 0.92 0.08
N -1.23 -0.81 1.44 -0.46
N -2.39 -0.17 0.58 0.05
N -2.13 0.26 -0.60 -0.16
C -0.83 0.03 -1.23 0.53
O -0.63 -0.11 -2.47 -0.54
H 2.26 0.04 0.41 0.19
H 1.83 -0.20 -1.44 0.22
H 2.15 1.56 -0.89 0.24
H 0.79 -0.17 1.68 0.21
H -1.53 -0.47 2.58 0.43
```

Output
- ΔE to the lowest compared entry with this formula, charge and spin: 640.6 kJ/mol
- HOMO energy: -0.3504 Eh
- Electronic energy: -394.723554 a.u.
- SMILES: Cc1c[nH]nnc1=O
- Total charge: 0
- Frontier orbital gap: 8.836 eV
- E_LUMO: -0.70 eV

=====

Here is a cluster of 7 separate species, C26H54O11S in total at a distorted geometry from the OMol25 dataset. Energies are from ωB97M-V/def2-TZVPD.

```
92
Properties=species:S:1:pos:R:3:mulliken_charge:R:1
C -0.52 -0.28 -0.39 -1.24
C 0.22 1.03 -0.14 0.01
O 0.93 0.86 1.10 -0.31
S 2.17 1.89 1.33 1.08
C 3.46 1.02 0.46 -0.79
O 1.89 3.13 0.63 -0.61
O 2.54 1.86 2.72 -0.52
H -0.91 -0.67 0.55 0.44
H 0.06 -1.12 -0.78 0.44
H -1.35 -0.22 -1.08 0.00
H 0.94 1.22 -0.93 0.39
H -0.49 1.85 -0.12 0.08
H 4.40 1.45 0.77 0.45
H 3.23 1.16 -0.60 0.31
H 3.31 -0.03 0.72 0.13
C 4.18 1.88 5.41 -0.71
O 4.80 0.81 4.77 -0.22
C 5.27 -0.19 5.51 0.76
O 5.12 -0.31 6.70 -0.57
O 5.86 -1.05 4.70 -0.24
C 6.55 -2.16 5.24 -0.75
H 3.60 2.48 4.71 0.21
H 4.81 2.55 6.00 0.34
H 3.38 1.57 6.09 0.33
H 7.40 -1.80 5.82 0.38
H 6.91 -2.75 4.41 0.17
H 5.94 -2.72 5.94 0.34
C -4.78 -0.87 -2.77 -0.40
C -5.53 -0.78 -1.44 -0.22
C -5.48 -2.20 -0.91 -0.53
O -4.47 -2.90 -1.63 -0.47
C -3.81 -2.00 -2.53 0.50
H -4.20 0.05 -2.92 0.23
H -5.50 -1.08 -3.56 0.29
H -6.54 -0.40 -1.63 0.42
H -4.98 -0.09 -0.79 -0.05
H -6.44 -2.69 -1.13 0.29
H -5.35 -2.18 0.17 0.26
H -3.46 -2.51 -3.43 0.13
H -2.85 -1.66 -2.11 -0.39
C -0.23 -2.33 -4.83 -0.60
C -0.10 -0.92 -4.27 0.36
C -0.72 -0.11 -5.38 -0.14
O -0.40 -0.77 -6.60 -0.48
C -0.13 -2.16 -6.36 -0.48
H -1.17 -2.83 -4.60 0.06
H 0.47 -3.00 -4.31 0.43
H 0.89 -0.53 -4.05 0.31
H -0.71 -0.77 -3.38 -0.27
H -0.30 0.90 -5.45 0.00
H -1.81 0.03 -5.31 0.24
H 0.90 -2.39 -6.65 0.25
H -0.89 -2.77 -6.84 0.34
C -3.87 2.00 3.44 -0.57
C -5.37 1.71 3.56 -0.57
C -5.58 0.43 2.78 -0.57
O -4.57 0.43 1.82 -0.25
C -3.37 0.93 2.43 -0.11
H -3.40 1.96 4.42 0.34
H -3.76 3.01 3.07 0.25
H -5.92 2.51 3.05 0.24
H -5.84 1.73 4.55 0.36
H -6.58 0.41 2.34 0.33
H -5.61 -0.47 3.43 0.30
H -2.77 1.44 1.67 -0.02
H -2.77 0.14 2.87 0.25
C -0.18 4.89 -3.21 -0.53
C -1.25 4.79 -2.11 -0.37
C -2.41 4.04 -2.78 -0.39
O -1.85 3.39 -3.91 -0.40
C -0.46 3.59 -3.96 -0.17
H 0.79 4.92 -2.71 0.32
H -0.33 5.81 -3.77 0.28
H -1.64 5.75 -1.76 0.37
H -0.85 4.33 -1.21 0.03
H -3.12 4.81 -3.10 0.32
H -2.91 3.35 -2.09 0.21
H -0.02 3.62 -4.96 0.35
H 0.05 2.69 -3.57 0.01
C 3.91 -3.38 2.66 -0.40
C 5.23 -2.97 2.03 -0.28
C 4.93 -3.28 0.55 -0.36
O 4.06 -4.39 0.57 -0.42
C 3.58 -4.68 1.89 -0.46
H 3.12 -2.66 2.44 0.13
H 3.97 -3.49 3.75 0.32
H 6.02 -3.58 2.47 0.14
H 5.43 -1.93 2.26 0.30
H 5.88 -3.52 0.05 0.28
H 4.51 -2.43 0.02 0.17
H 4.25 -5.42 2.33 0.27
H 2.54 -4.97 1.84 0.32
```

Output
- ΔE to the lowest compared entry with this formula, charge and spin: 0.0 kJ/mol
- HOMO energy: -0.3479 Eh
- Electronic energy: -2248.744917 a.u.
- SMILES: CCOS(C)(=O)=O.COC(=O)OC.C1CCOC1.C1CCOC1.C1CCOC1.C1CCOC1.C1CCOC1
- Total charge: 0
- Frontier orbital gap: 9.785 eV
- E_LUMO: 0.32 eV